#P
# C4H7NO3

C4H7NO3 in the gas phase (wB97M-V/def2-TZVPD, OMol25).

The calculation puts the frontier orbital gap at 0.3712 Ha. The LUMO energy comes out at 0.6795 eV. As for the HOMO energy: -9.42 eV.

Last column: Löwdin charge in e.
Cartesian coordinates (Å):
1 O 1.129 -1.318 -0.231  0.08
2 O 2.353 0.476 0.178  0.12
3 O -1.172 -1.161 -1.182  -0.04
4 N -0.994 0.471 0.307  -0.16
5 C -1.024 1.223 1.563  -0.09
6 C 0.128 0.913 -0.546  -0.09
7 C -1.619 -0.763 -0.103  -0.20
8 C 1.320 -0.015 -0.168  -0.55
9 H -2.463 -1.166 0.455  0.14
10 H -0.327 2.181 1.560  0.11
11 H -0.132 0.845 -1.628  0.12
12 H 0.367 2.141 -0.331  0.19
13 H -2.081 1.494 1.986  0.10
14 H 0.722 -1.502 -1.151  0.16
15 H -0.436 0.581 2.364  0.11

***

#Q
# C4H7NO3

C4H7NO3 in the gas phase (wB97M-V/def2-TZVPD, OMol25).

The calculation puts the frontier orbital gap at 0.3748 Ha. The LUMO energy comes out at 0.5847 eV. As for the HOMO energy: -9.61 eV.

Last column: Löwdin charge in e.
Cartesian coordinates (Å):
1 O -0.067 -2.377 0.998  0.05
2 O 0.172 -0.662 -1.953  -0.12
3 O -0.152 1.265 2.116  0.02
4 N -0.574 -0.874 -0.796  -0.07
5 C -0.520 0.572 -0.083  -0.23
6 C 0.298 0.632 1.028  -0.42
7 C 0.565 1.456 -0.217  -0.03
8 C -0.023 -2.038 -0.160  -0.29
9 H 0.972 -0.149 1.143  0.13
10 H 0.189 2.542 -0.252  0.15
11 H -0.729 0.591 2.628  0.16
12 H -1.521 0.997 -0.050  0.16
13 H 1.588 1.259 -0.663  0.14
14 H -0.565 -0.506 -2.729  0.19
15 H 0.368 -2.708 -1.010  0.15

***

In terms of stability, #P leads; the second structure lies 0.1020 hartree higher.

***

#P
# C4H12OS2

2 unconnected molecules or ions with the total composition C4H12OS2 (wB97M-V/def2-TZVPD, OMol25).

The calculation puts the frontier orbital gap at 0.3412 Ha. The LUMO energy comes out at 0.6955 eV. As for the HOMO energy: -8.59 eV.

Last column: Löwdin charge in e.
Cartesian coordinates (Å):
1 S 0.670 -1.692 -0.917  0.42
2 S -0.438 -0.743 0.465  0.46
3 O 3.293 1.636 1.644  -0.05
4 C 1.984 -0.451 -1.219  -0.43
5 C -2.637 1.029 0.453  -0.35
6 C -1.768 2.234 0.107  -0.13
7 C -2.066 -0.245 -0.164  -0.56
8 H 2.727 -1.039 -1.685  0.01
9 H 3.177 0.993 0.942  0.00
10 H -2.125 3.178 0.632  0.09
11 H -1.777 2.342 -0.988  0.07
12 H -2.005 0.087 -1.236  0.09
13 H -3.675 1.057 0.207  0.09
14 H -2.769 0.992 1.549  0.11
15 H 1.561 0.133 -2.059  0.04
16 H -0.728 2.113 0.445  0.05
17 H -2.729 -1.141 -0.126  0.08
18 H 2.219 0.110 -0.337  -0.02
19 H 2.485 2.061 1.934  0.03

***

#Q
# C4H12OS2

3 unconnected molecules or ions with the total composition C4H12OS2 (wB97M-V/def2-TZVPD, OMol25).

The calculation puts the frontier orbital gap at 0.1503 Ha. The LUMO energy comes out at -4.1402 eV. As for the HOMO energy: -8.23 eV.

Last column: Löwdin charge in e.
Cartesian coordinates (Å):
1 S -0.440 -0.628 2.359  0.73
2 S 1.357 -0.088 -1.740  0.75
3 O -2.240 1.398 0.669  -0.11
4 C -0.506 1.918 -2.088  -0.18
5 C 0.258 -2.196 0.276  -0.25
6 C 0.589 1.415 -1.183  -0.68
7 C 0.826 -1.352 1.420  -0.76
8 H -1.061 1.055 -2.459  0.07
9 H 1.373 -0.527 0.881  0.04
10 H -1.853 0.657 1.170  -0.11
11 H -1.199 2.618 -1.634  0.07
12 H 1.538 -1.861 2.068  0.06
13 H -0.049 2.423 -2.941  0.07
14 H 0.316 1.200 -0.134  0.05
15 H 1.433 2.111 -1.057  0.07
16 H 0.974 -2.512 -0.501  0.05
17 H -3.063 1.470 1.167  0.04
18 H -0.302 -3.005 0.743  0.07
19 H -0.337 -1.556 -0.378  0.02

***

#R
# C4H12OS2

2 unconnected molecules or ions with the total composition C4H12OS2 (wB97M-V/def2-TZVPD, OMol25).

The calculation puts the frontier orbital gap at 0.3378 Ha. The LUMO energy comes out at 0.7967 eV. As for the HOMO energy: -8.39 eV.

Last column: Löwdin charge in e.
Cartesian coordinates (Å):
1 S -1.258 2.382 -0.347  0.47
2 S -2.062 0.656 -1.154  0.50
3 O 3.903 -3.057 4.576  -0.05
4 C -1.524 -0.515 -3.698  -0.15
5 C 0.244 0.815 1.444  -0.17
6 C -0.935 1.796 1.384  -0.59
7 C -0.907 0.073 -2.371  -0.64
8 H -2.369 -0.043 -4.193  0.07
9 H 4.519 -2.404 4.235  0.03
10 H -0.360 0.953 -2.696  0.04
11 H -0.930 2.655 2.056  0.06
12 H -0.110 -0.604 -2.035  0.07
13 H -1.604 -1.606 -3.700  0.07
14 H -1.808 1.247 1.742  0.05
15 H -0.716 -0.244 -4.367  0.06
16 H 1.127 1.406 1.673  0.07
17 H 0.425 0.340 0.475  0.04
18 H 4.342 -3.852 4.852  0.02
19 H 0.024 0.002 2.124  0.07

***

In terms of stability, #R leads; the second structure lies 0.0019 hartree higher.

***

#P
# C4H4Cl2

C4H4Cl2 in the gas phase (wB97M-V/def2-TZVPD, OMol25).

The calculation puts the frontier orbital gap at 0.3255 Ha. The LUMO energy comes out at 0.1680 eV. As for the HOMO energy: -8.69 eV.

Last column: Löwdin charge in e.
Cartesian coordinates (Å):
1 Cl 3.599 1.510 -0.180  0.66
2 Cl 4.267 -1.237 0.077  0.66
3 C 3.055 -0.070 0.071  -1.23
4 C 1.713 -0.377 -0.050  -0.21
5 C 0.526 0.502 -0.138  -0.16
6 C -0.759 0.071 0.129  0.04
7 H 0.859 1.424 -0.396  0.03
8 H -1.619 0.832 0.006  0.09
9 H -1.043 -0.864 0.436  0.02
10 H 1.670 -1.509 0.053  0.11

***

#Q
# C4H4Cl2

C4H4Cl2 in the gas phase (wB97M-V/def2-TZVPD, OMol25).

The calculation puts the frontier orbital gap at 0.3506 Ha. The LUMO energy comes out at 0.5147 eV. As for the HOMO energy: -9.03 eV.

Last column: Löwdin charge in e.
Cartesian coordinates (Å):
1 Cl 1.166 -0.228 -0.951  0.64
2 Cl -1.668 0.389 -1.389  0.59
3 C 1.610 -0.488 2.116  -0.03
4 C 0.373 0.028 2.192  -0.19
5 C -0.642 0.046 1.099  -0.20
6 C -0.389 0.058 -0.236  -1.10
7 H -1.647 0.090 1.400  0.08
8 H 2.294 -0.138 2.923  0.07
9 H 0.199 0.693 3.027  0.09
10 H 1.973 -1.239 1.399  0.04

***

In terms of stability, #Q leads; the second structure lies 0.0130 hartree higher.

***

#P
# C6H12FN

2 unconnected molecules or ions with the total composition C6H12FN (wB97M-V/def2-TZVPD, OMol25).

The calculation puts the frontier orbital gap at 0.2775 Ha. The LUMO energy comes out at 0.8473 eV. As for the HOMO energy: -6.70 eV.

Last column: Löwdin charge in e.
Cartesian coordinates (Å):
1 F -0.476 -1.414 0.881  0.03
2 N -1.107 0.343 -0.306  -0.18
3 C 0.496 0.768 1.480  -0.08
4 C 0.186 2.071 0.713  -0.16
5 C -2.030 -0.159 -1.075  0.00
6 C 1.711 -2.594 -0.640  -0.08
7 C -0.895 1.790 -0.312  -0.12
8 C -0.151 -0.179 0.476  -0.32
9 H -2.185 -1.232 -1.057  0.06
10 H -2.591 0.437 -1.783  0.06
11 H 1.509 0.512 1.395  0.09
12 H 0.059 0.776 2.425  0.09
13 H 1.818 -1.601 -1.200  0.03
14 H 1.281 -3.305 -1.349  0.00
15 H 2.810 -2.948 -0.334  0.06
16 H -1.815 2.122 0.219  0.14
17 H -0.135 2.854 1.404  0.11
18 H -0.654 2.038 -1.358  0.14
19 H 1.059 -2.480 0.264  0.00
20 H 1.111 2.200 0.157  0.11

***

#Q
# C6H12FN

C6H12FN in the gas phase (wB97M-V/def2-TZVPD, OMol25).

The calculation puts the frontier orbital gap at 0.3546 Ha. The LUMO energy comes out at 0.9923 eV. As for the HOMO energy: -8.66 eV.

Last column: Löwdin charge in e.
Cartesian coordinates (Å):
1 F -2.059 1.022 -0.428  -0.15
2 N 1.692 1.330 0.275  -0.06
3 C -0.152 0.194 0.549  -0.24
4 C 1.689 -0.986 -0.575  -0.10
5 C -2.349 -0.221 0.261  -0.21
6 C -1.071 -0.951 0.049  -0.16
7 C 1.429 -0.145 0.648  -0.27
8 C 0.325 1.521 -0.171  -0.21
9 H -0.020 2.547 0.088  0.11
10 H 2.762 -1.123 -0.735  0.09
11 H -0.675 0.480 1.475  0.12
12 H 1.065 -1.878 -0.443  0.08
13 H 2.036 -0.502 1.552  0.15
14 H -3.344 -0.608 -0.243  0.13
15 H -1.129 -1.064 -0.977  0.09
16 H -2.849 0.240 1.306  0.17
17 H 1.248 -0.701 -1.437  0.03
18 H 2.360 1.434 -0.562  0.12
19 H 0.197 1.284 -1.326  0.14
20 H -1.155 -1.873 0.693  0.15

***

In terms of stability, #P leads; the second structure lies 0.0107 hartree higher.

***

#P
# C6H12FN

C6H12FN in the gas phase (wB97M-V/def2-TZVPD, OMol25).

The calculation puts the frontier orbital gap at 0.3690 Ha. The LUMO energy comes out at 0.8736 eV. As for the HOMO energy: -9.17 eV.

Last column: Löwdin charge in e.
Cartesian coordinates (Å):
1 F -0.379 -2.489 -0.839  -0.09
2 N 0.990 -0.181 -0.363  -0.13
3 C -0.046 -0.968 1.282  -0.09
4 C -0.431 -0.333 -0.191  -0.52
5 C 1.288 -0.262 1.095  -0.21
6 C -1.090 -1.327 -1.197  -0.10
7 C -1.302 0.862 -0.002  -0.08
8 C 1.336 1.286 -0.771  -0.11
9 H -0.484 -0.395 2.145  0.10
10 H 1.306 0.707 1.606  0.09
11 H -2.246 0.664 0.582  0.11
12 H -0.894 -0.950 -2.231  0.13
13 H 2.238 -0.958 1.320  0.15
14 H -2.216 -1.471 -0.916  0.15
15 H 1.269 2.098 0.201  0.12
16 H -0.864 1.535 0.718  0.07
17 H 0.637 1.646 -1.638  0.08
18 H -0.102 -2.123 1.411  0.13
19 H -1.484 1.385 -0.901  0.06
20 H 2.475 1.273 -1.312  0.12

***

#Q
# C6H12FN

C6H12FN in the gas phase (wB97M-V/def2-TZVPD, OMol25).

The calculation puts the frontier orbital gap at 0.3372 Ha. The LUMO energy comes out at 1.0351 eV. As for the HOMO energy: -8.14 eV.

Last column: Löwdin charge in e.
Cartesian coordinates (Å):
1 F -2.494 0.243 -0.864  -0.04
2 N 1.098 -0.018 -0.565  -0.16
3 C -0.252 0.530 -0.917  -0.25
4 C 0.088 1.774 -0.146  -0.10
5 C -1.346 -0.425 -0.424  -0.32
6 C 1.481 -1.411 -0.533  -0.10
7 C -1.497 -0.611 1.134  -0.03
8 C 1.277 1.003 0.447  -0.19
9 H -0.568 2.296 0.526  0.10
10 H 1.068 0.670 1.472  0.10
11 H 1.861 -1.755 -1.518  0.08
12 H 2.368 -1.618 0.193  0.11
13 H -0.558 -0.913 1.703  0.09
14 H 2.248 1.535 0.480  0.11
15 H -1.831 0.310 1.583  0.06
16 H 0.435 2.626 -0.779  0.12
17 H -2.331 -1.344 1.384  0.09
18 H -0.483 0.564 -1.991  0.15
19 H 0.677 -2.094 -0.222  0.06
20 H -1.242 -1.361 -0.962  0.13

***

In terms of stability, #Q leads; the second structure lies 0.0673 hartree higher.

***

#P
# CH5N3O2S

CH5N3O2S in the gas phase (wB97M-V/def2-TZVPD, OMol25).

The calculation puts the frontier orbital gap at 0.3489 Ha. The LUMO energy comes out at 0.5681 eV. As for the HOMO energy: -8.93 eV.

Last column: Löwdin charge in e.
Cartesian coordinates (Å):
1 S 0.612 2.740 -0.458  0.68
2 O 1.190 -1.553 -0.895  -0.13
3 O -0.718 -1.823 1.156  -0.11
4 N 0.770 -0.185 -0.749  -0.05
5 N -1.222 -0.651 0.355  0.02
6 N -0.492 1.573 0.165  -0.41
7 C -0.255 0.162 -0.152  -0.54
8 H -2.012 -0.245 0.862  0.13
9 H 1.698 -1.178 -1.907  0.24
10 H 1.736 2.010 -0.124  -0.12
11 H -0.482 1.871 1.218  0.10
12 H -0.826 -2.721 0.531  0.18

***

#Q
# CH5N3O2S

CH5N3O2S in the gas phase (wB97M-V/def2-TZVPD, OMol25).

The calculation puts the frontier orbital gap at 0.3524 Ha. The LUMO energy comes out at 0.7227 eV. As for the HOMO energy: -8.87 eV.

Last column: Löwdin charge in e.
Cartesian coordinates (Å):
1 S 2.201 0.901 0.116  0.71
2 O 0.784 -2.088 -0.036  -0.09
3 O -1.249 1.771 -0.575  -0.08
4 N 0.677 0.574 0.861  -0.37
5 N -1.583 0.635 0.220  -0.02
6 N -0.445 -1.313 -0.238  0.07
7 C -0.370 -0.123 0.235  -0.51
8 H 2.710 -0.411 0.290  -0.10
9 H -2.258 0.009 -0.159  0.10
10 H -1.304 1.548 -1.551  0.13
11 H 0.608 -2.827 -0.592  0.06
12 H 0.229 1.324 1.428  0.10

***

In terms of stability, #Q leads; the second structure lies 0.0666 hartree higher.